DFT (the ωB97M-V functional and the def2-TZVPD basis) results for a molecular structure, C41H65Br2CrN5Si.

```
115
Properties=species:S:1:pos:R:3:forces:R:3
Cr -0.94357 -0.43093 1.07347 -1.4 1.9 0.8
C -3.20038 0.31641 0.35339 0.1 0.1 -0.3
C -2.30445 1.36362 0.02555 -0.3 -0.5 -0.3
C -1.77534 1.84114 1.28050 0.2 -0.1 0.9
C -2.42494 1.07377 2.30964 0.6 0.6 0.0
C -3.36725 0.20681 1.75877 0.1 -0.1 -0.2
C -4.61261 -0.32600 2.46590 0.0 -0.3 -0.2
C -5.36317 0.91366 2.98289 0.1 0.1 -0.1
C -4.37213 -1.24105 3.66654 0.0 0.0 0.1
C -5.51379 -1.05813 1.46919 0.0 -0.1 0.0
C -0.98817 3.11498 1.65043 0.0 0.0 0.0
C -1.02954 3.35860 3.16855 0.0 0.0 0.0
C 0.47847 3.06008 1.21235 0.0 0.0 0.0
C -1.66424 4.36456 1.05973 0.0 0.0 0.0
C -2.36480 1.94169 -1.40188 0.0 0.0 0.0
C -2.70319 0.83820 -2.41846 0.0 0.0 0.0
C -3.53222 2.94387 -1.45905 -0.1 0.0 0.1
C -1.09317 2.60713 -1.91179 0.0 0.1 0.0
H -3.81039 -0.19678 -0.37232 0.1 -0.1 0.0
H -2.32737 1.26598 3.36633 0.1 -0.1 0.0
H -4.81464 1.39673 3.79204 0.0 0.0 0.0
H -6.34410 0.62511 3.36268 0.0 0.0 0.0
H -5.50378 1.64489 2.18566 0.0 0.0 0.0
H -3.65743 -0.80056 4.36310 0.0 0.0 0.0
H -4.02398 -2.22812 3.36762 -0.1 0.0 0.0
H -5.31199 -1.37907 4.20290 0.0 0.0 0.0
H -5.83957 -0.40049 0.66260 0.0 0.0 0.0
H -6.40566 -1.42346 1.97919 0.0 0.0 0.0
H -5.00703 -1.92001 1.02576 0.0 0.0 0.0
H -0.57839 2.56593 3.75791 0.0 0.0 0.0
H -2.05356 3.49747 3.51762 0.0 0.0 0.0
H -0.47871 4.27322 3.38825 0.0 0.0 0.0
H 0.99965 2.22061 1.67477 0.0 0.0 0.0
H 0.98939 3.97922 1.50613 0.0 0.0 0.0
H 0.57030 2.95549 0.13516 0.0 0.0 -0.1
H -2.73209 4.36820 1.28282 0.0 0.0 0.0
H -1.53778 4.46324 -0.01145 0.0 0.0 0.0
H -1.22676 5.25273 1.51716 0.0 0.0 0.0
H -3.73796 0.50427 -2.34318 0.0 0.0 0.0
H -2.05431 -0.02592 -2.30564 0.1 0.0 0.0
H -2.56624 1.22642 -3.42818 0.0 0.0 0.0
H -4.45381 2.47034 -1.11679 0.0 0.0 0.0
H -3.68372 3.27267 -2.48896 0.0 0.0 0.0
H -3.35960 3.82485 -0.84727 0.0 0.0 0.0
H -0.27216 1.90066 -1.89910 0.1 -0.1 -0.1
H -0.79589 3.47956 -1.34233 0.0 0.0 0.0
H -1.24656 2.93356 -2.94201 0.0 0.0 0.0
N -1.84779 -3.61812 4.13116 0.0 0.0 0.0
C -1.49983 -2.33551 3.98910 -0.1 0.1 -0.1
N -1.64121 -1.98711 2.72828 0.1 -0.7 0.1
C -2.03995 -3.13672 2.13671 0.0 0.0 0.0
N -2.18657 -4.16020 2.94775 0.0 0.1 0.1
C -2.13043 -3.20732 0.68511 0.1 0.0 -0.2
C -2.76736 -4.24603 0.01892 0.0 0.1 -0.1
N -2.75718 -4.33459 -1.30352 0.0 0.0 0.0
C -2.09476 -3.38906 -1.96021 0.0 0.0 0.0
C -1.46927 -2.33677 -1.30928 -0.1 0.0 0.1
N -1.49629 -2.22742 0.01864 -0.2 -1.0 -0.1
H -1.86057 -4.18092 4.96680 0.0 0.0 0.0
H -1.16337 -1.70429 4.79409 0.0 0.0 0.0
H -3.28904 -5.00826 0.58197 0.0 0.0 0.0
H -2.06063 -3.45813 -3.03976 0.0 0.0 0.0
H -0.93740 -1.56934 -1.84872 0.0 0.0 0.0
Br 4.20265 -1.65414 5.27943 0.0 0.0 0.0
C 2.74059 -1.28641 4.13670 0.0 0.0 0.0
C 2.40767 -2.19153 3.13987 0.0 -0.1 0.0
C 1.36687 -1.88903 2.27690 -0.1 -0.1 0.0
C 0.62231 -0.71176 2.38968 0.1 0.1 -0.3
C 0.96304 0.15229 3.42407 0.1 -0.1 0.1
C 2.02033 -0.11733 4.29127 0.0 0.0 0.0
H 2.96079 -3.11583 3.03904 0.0 0.0 0.0
H 1.13375 -2.60881 1.49483 0.0 0.0 0.0
H 0.39907 1.05651 3.58380 0.0 0.1 0.0
H 2.27584 0.57895 5.07900 0.0 0.0 0.0
C 3.00033 -3.14252 -2.22027 0.0 0.0 0.0
C 2.65842 -1.90136 -3.05714 0.1 0.1 -0.1
C 1.20202 -2.07792 -3.51656 0.1 0.0 0.1
C 3.57633 -1.89136 -4.30205 -0.1 -0.1 0.0
Si 2.98734 -0.27226 -2.13191 -0.5 0.2 0.6
Br 1.07245 -0.04134 -0.58798 0.5 0.0 -0.8
C 2.84128 1.32457 -3.17194 0.2 -0.1 -0.1
C 1.73853 1.22111 -4.23744 0.1 0.0 0.0
C 4.19596 1.51849 -3.89053 -0.1 0.0 0.0
C 2.58042 2.59865 -2.35437 0.1 0.0 -0.1
C 4.41587 -0.29931 -0.87581 0.1 -0.1 -0.1
C 4.65296 1.08950 -0.26378 0.0 0.0 0.0
C 4.17941 -1.26412 0.29457 0.1 0.1 0.0
C 5.69459 -0.73088 -1.62762 0.0 0.0 0.1
H 2.74152 -4.03015 -2.80419 0.0 0.0 0.0
H 2.42737 -3.17805 -1.29239 0.0 0.0 0.0
H 4.05836 -3.21444 -1.97764 0.0 0.0 0.0
H 1.17616 -2.81601 -4.32245 0.0 0.0 0.0
H 0.72328 -1.17266 -3.88159 0.0 0.1 0.0
H 0.60876 -2.47491 -2.69492 0.1 0.0 0.0
H 3.53112 -2.87970 -4.76591 0.0 0.0 0.0
H 4.62205 -1.69394 -4.06469 0.0 0.0 0.0
H 3.25602 -1.16759 -5.04783 0.0 0.0 0.0
H 1.92319 0.43202 -4.96349 0.0 0.0 0.0
H 1.70561 2.16475 -4.78805 0.0 0.0 0.0
H 0.75270 1.06628 -3.79923 -0.1 0.0 0.0
H 4.47654 0.67678 -4.52203 0.0 0.0 0.0
H 5.00899 1.70482 -3.19083 0.0 0.0 0.0
H 4.11783 2.39695 -4.53602 0.0 0.0 0.0
H 1.67010 2.54198 -1.77293 -0.2 0.0 0.1
H 2.47424 3.42986 -3.05675 0.0 0.0 0.0
H 3.39481 2.84524 -1.67971 0.0 0.0 0.0
H 3.75747 1.48756 0.21641 0.0 0.0 0.0
H 5.01004 1.81274 -0.99490 0.0 0.0 0.0
H 5.42491 0.99724 0.50413 0.0 0.0 0.0
H 3.29882 -0.98689 0.86853 0.0 0.0 0.0
H 5.04060 -1.20099 0.96569 0.0 0.0 0.0
H 4.08159 -2.30188 -0.01109 0.0 0.0 0.0
H 5.92375 -0.09736 -2.48401 0.0 0.0 0.0
H 5.64745 -1.76278 -1.97242 0.0 0.0 0.0
H 6.53813 -0.65837 -0.93673 0.0 0.0 0.0
```
Forces are in eV/Å.

Values from the calculation:
⟨S²⟩   3.98
DFT total energy   -227402.728 eV
Gap between HOMO and LUMO (alpha / beta)   0.244 / 0.276 Eh
Multiplicity   4
ΔE to the lowest compared entry with this formula, charge and spin   1.814 eV
Charge   +1
Max |F|   2.49 eV/A

=====

DFT (the ωB97M-V functional and the def2-TZVPD basis) results for 3 unconnected molecules or ions with the total composition C41H66FO20P3S.

```
132
Properties=species:S:1:pos:R:3:forces:R:3
C -6.45714 3.58409 3.24299 0.9 -0.6 0.7
C -5.50868 4.64369 2.40732 -0.9 0.3 -7.0
O -5.70517 4.68818 1.06023 1.4 0.0 8.9
O -4.49194 5.53525 2.98689 -1.5 -3.1 -0.5
C -3.30082 4.75151 3.45451 -0.1 0.1 -0.3
C -2.16503 4.85133 2.27786 0.3 1.0 0.1
C -1.10849 3.59710 2.21972 0.1 -0.1 -1.1
C -1.57125 2.65514 0.93732 -0.2 -1.2 -2.8
C -2.54705 1.30432 1.08285 1.2 1.5 -2.4
C -2.99916 0.92422 2.61134 -1.0 -0.7 -0.7
C -2.22770 -0.45751 3.05371 1.4 0.7 0.2
C -1.12483 -0.07944 4.23964 0.3 -0.5 0.7
C -1.75119 -0.32713 5.76882 0.6 1.0 -1.0
C 0.29238 -0.91078 4.10497 0.6 0.1 0.7
C 1.30760 -0.30366 2.93979 1.3 1.0 -1.2
C 2.24699 -1.46735 2.22671 -0.9 -0.2 -0.4
C 1.60759 -2.46412 1.31381 0.5 0.2 0.6
C 1.03775 -3.87721 1.92526 1.4 -0.7 -1.6
C 1.45614 -2.21261 -0.31317 -1.8 0.0 1.2
C -3.00451 0.39312 -0.24695 2.9 3.5 0.4
P -4.15579 -1.15383 -0.11781 -5.0 -2.1 -2.8
O -5.41560 -1.05547 -1.12074 5.5 -0.1 3.7
O -3.16433 -2.59098 -0.44783 -0.1 4.4 0.1
O -4.84533 -1.41953 1.45484 1.2 -0.7 -2.5
C -2.42749 0.85979 -1.74788 1.3 2.3 4.4
S -2.74886 -0.02483 -3.35953 -0.7 3.0 -8.8
O -1.47233 -0.17284 -4.27806 -4.4 -0.1 5.0
O -3.81457 0.84282 -4.13594 3.9 -3.9 4.2
F -3.40434 -1.59739 -3.24913 1.5 2.9 0.8
C -1.47715 2.23223 -1.86707 -0.5 -0.5 2.1
C -1.03174 3.13653 -0.53342 -2.3 -3.2 0.3
C -0.03315 4.45796 -0.77006 -0.3 3.7 1.5
O -0.12664 5.60451 -0.09476 0.6 -7.5 -4.0
C 1.08468 4.23428 -1.99504 -1.6 -2.1 -2.9
C 2.60082 4.83205 -1.81553 0.2 -0.3 0.2
C 2.69261 6.46362 -1.69136 -0.7 2.6 6.0
O 2.60612 7.03505 -0.46699 0.9 -3.7 -8.4
O 2.90801 7.28190 -2.89897 2.1 -0.8 3.6
C 3.96296 8.25033 -2.48984 -1.9 6.9 2.6
C 5.54862 7.77559 -2.49653 -0.7 -0.1 -0.3
O 3.55820 9.48551 -2.08846 3.0 -8.8 -3.2
C 0.65705 3.44194 -3.21780 0.6 2.0 3.9
C -0.89376 2.82053 -3.30545 -1.9 0.5 -4.4
O -1.56938 2.86943 -4.45409 4.4 -0.4 7.6
H -6.00280 3.38391 4.32086 -1.1 0.6 -2.2
H -6.46671 2.52331 2.70277 0.2 2.6 0.8
H -7.58278 3.92251 3.33419 2.5 -0.3 -0.3
H -3.70254 3.67482 3.67393 1.2 1.8 -0.3
H -2.92408 5.28134 4.43269 -0.8 -1.2 -1.9
H -2.69180 5.04653 1.22448 1.1 -0.7 2.4
H -1.52681 5.83450 2.47915 -1.4 -2.1 -0.4
H -0.01122 4.00270 1.98152 -2.6 -0.9 0.4
H -1.01320 3.01100 3.23072 -0.5 1.0 -2.1
H -2.76103 1.72501 3.42689 -0.3 -1.2 -2.0
H -4.18865 0.82563 2.59614 2.6 0.0 0.0
H -2.94106 -1.30427 3.43394 1.4 1.7 -0.9
H -1.57498 -0.78799 2.11601 -1.6 0.3 2.0
H -0.83011 1.07247 4.21331 -0.6 -2.4 -0.2
H -2.28561 -1.36617 5.86808 1.0 2.1 -0.2
H -0.83019 -0.24496 6.49802 -2.1 -0.2 -1.2
H -2.47788 0.59323 5.95807 1.3 -2.2 -0.1
H 0.86912 -0.75183 5.13254 -1.2 -0.4 -2.1
H 0.14436 -2.08491 4.01166 0.1 2.6 0.0
H 0.69652 0.34031 2.15693 0.9 -1.4 1.4
H 2.07901 0.45738 3.43860 -1.8 -1.6 -0.9
H 3.41370 -1.51043 2.47491 -3.0 -0.9 0.9
H 0.70544 -4.54693 1.00256 0.7 1.2 2.0
H 0.07850 -3.74516 2.59967 2.1 0.2 -1.3
H 1.88713 -4.45953 2.52239 -1.8 1.2 -1.0
H 0.29090 -2.19179 -0.53674 2.3 0.1 -0.1
H 2.01285 -1.24496 -0.68589 -1.3 -2.0 0.9
H 1.89328 -3.16626 -0.85594 -0.8 1.9 1.3
H -2.37205 -2.19852 -0.95853 -1.6 -1.1 1.0
H -5.49625 -2.20437 1.39841 1.4 1.8 -0.3
H 3.01499 4.37799 -0.79230 -1.0 1.4 -2.1
H 3.36760 4.45325 -2.64629 -2.1 0.8 1.5
H 5.85993 7.55408 -3.61938 -0.7 0.5 2.4
H 5.70505 6.77764 -1.87299 -0.6 2.2 -1.3
H 6.19536 8.64714 -2.03707 -1.6 -1.8 -1.0
H 1.43980 3.27872 -4.09249 -2.1 0.4 1.8
C -4.41796 -7.57081 1.63991 0.0 -0.1 -0.1
C -4.79270 -6.77186 2.87253 -0.5 0.0 -0.3
O -4.03776 -7.17963 3.99932 0.0 0.3 -0.9
P -2.42714 -6.80305 4.03247 -5.5 -2.6 7.6
O -2.68080 -5.30097 4.30933 2.9 -0.4 -3.7
O -2.12432 -7.12944 5.63561 1.0 -0.1 -0.9
C -1.28234 -6.24951 6.36807 -0.1 0.4 0.5
C -2.12453 -5.42313 7.32504 -0.2 0.1 0.2
O -2.14371 -8.48140 3.72313 1.8 2.5 -2.8
C -2.37875 -9.53867 4.64696 0.4 -1.0 0.6
C -3.84039 -9.88681 4.83757 -0.3 0.4 0.2
H -3.38174 -7.37448 1.34856 0.0 0.0 -0.1
H -5.06803 -7.31284 0.79956 0.1 0.0 0.1
H -4.50007 -8.64562 1.83105 0.0 0.2 0.0
H -4.66249 -5.69964 2.69708 0.0 0.0 0.0
H -5.84783 -6.94087 3.11023 0.2 0.0 0.1
H -0.69758 -5.61002 5.69817 -0.2 0.0 0.1
H -0.57045 -6.85754 6.93579 -0.1 -0.1 -0.1
H -2.95596 -4.93143 6.81143 0.2 0.0 -0.1
H -1.51930 -4.65912 7.82025 0.0 -0.1 0.0
H -2.57066 -6.06715 8.09010 0.1 0.1 -0.1
H -1.87353 -9.36745 5.59970 -0.2 0.2 -0.1
H -1.88136 -10.41578 4.21311 0.0 0.3 -0.3
H -4.35036 -9.13017 5.43819 0.0 -0.1 -0.1
H -3.93853 -10.84192 5.36339 0.2 0.0 -0.1
H -4.35789 -9.96359 3.87738 0.1 0.0 0.1
C 2.44239 1.98141 -6.51891 -0.2 0.1 0.1
C 3.19443 1.44625 -7.72146 -0.5 0.1 -0.2
O 4.56193 1.81220 -7.67791 -0.6 -0.4 0.5
P 5.52243 1.09256 -6.53924 3.0 4.4 -8.2
O 5.55032 -0.26844 -7.27690 -1.3 -0.6 4.5
O 7.00730 1.54014 -7.14183 -0.1 -0.2 1.4
C 8.06648 0.59264 -7.13080 0.4 -0.4 -0.5
C 8.32026 0.10104 -8.54568 0.0 0.0 -0.2
O 5.49127 2.61328 -5.71502 -1.2 -3.0 2.4
C 6.13382 3.80294 -6.16037 0.7 0.9 0.2
C 5.44089 4.48969 -7.31889 0.0 -0.3 -0.5
H 2.80884 1.52390 -5.59502 0.0 -0.1 0.1
H 1.37287 1.77254 -6.60740 0.1 0.0 0.0
H 2.58255 3.06264 -6.41984 0.0 -0.1 -0.1
H 3.09528 0.35875 -7.79144 0.0 0.0 0.0
H 2.77262 1.87490 -8.63617 0.2 0.0 0.1
H 7.84776 -0.23961 -6.45318 0.0 0.1 -0.2
H 8.96273 1.09218 -6.74871 -0.1 0.1 0.0
H 7.40125 -0.25260 -9.02234 0.1 -0.1 0.3
H 9.05217 -0.71107 -8.55313 0.0 0.1 0.0
H 8.69748 0.91857 -9.16893 0.0 -0.1 0.1
H 7.19574 3.64325 -6.35808 -0.2 -0.2 -0.1
H 6.10238 4.48578 -5.30147 -0.2 -0.3 0.1
H 5.60363 3.94691 -8.25282 -0.1 0.1 0.1
H 5.83863 5.50046 -7.45496 0.0 -0.1 0.2
H 4.36277 4.55990 -7.15042 0.1 0.0 0.0
```
Forces are in eV/Å.

Values from the calculation:
DFT total energy   -125922.782 eV
Gap between HOMO and LUMO   0.167 Eh
Charge   0
Structure (SMILES)   CC(=O)OCCCc1c(CC[C@@H](C)CCC=C(C)C)c(P(=O)(O)O)c(S(=O)(=O)F)c2c1C(=O)C(CC(=O)OC(C)=O)=CC2=O.CCOP(=O)(OCC)OCC.CCOP(=O)(OCC)OCC
Max |F|   9.82 eV/A

=====

Q: Among the records above, which one has the highest charge?
A: C41H65Br2CrN5Si